{"formula": "C24H54As3N9O2Ru", "method": "wB97M-V/def2-TZVPD", "symbols": ["Ru", "C", "As", "C", "C", "C", "C", "C", "As", "C", "C", "C", "As", "C", "C", "H", "H", "H", "H", "H", "H", "H", "H", "H", "H", "H", "H", "H", "H", "H", "H", "H", "H", "H", "H", "H", "H", "H", "H", "H", "H", "H", "C", "N", "C", "N", "C", "N", "C", "N", "C", "C", "H", "H", "H", "H", "H", "H", "H", "H", "H", "H", "H", "H", "C", "C", "C", "C", "N", "C", "N", "N", "N", "H", "H", "H", "H", "H", "H", "H", "H", "H", "H", "N", "C", "C", "O", "O", "H", "H", "H", "H", "H"], "coordinates": [[0.42768, -0.02428, -0.50198], [2.93446, 3.05818, -0.19734], [1.58727, 2.02258, 0.75341], [2.62892, 1.46210, 2.29786], [0.48104, 3.40969, 1.63757], [-0.42332, 4.36065, 0.82682], [0.33697, 4.99344, -0.34322], [-1.72200, 3.72797, 0.29699], [-1.67561, 1.94697, -0.56677], [-3.58478, 1.57227, -0.57411], [-1.42658, 2.41666, -2.44256], [-0.80804, 5.57038, 1.72783], [-1.56775, 5.31258, 3.50758], [-0.25641, 5.45051, 4.91029], [-2.76638, 3.82769, 3.81432], [3.07464, 4.02413, 0.28459], [2.66092, 3.20288, -1.23893], [3.86028, 2.48776, -0.14365], [3.21700, 2.29127, 2.69139], [3.30244, 0.66482, 1.98711], [1.96772, 1.07869, 3.07364], [1.22201, 4.00366, 2.18453], [-0.10601, 2.86494, 2.38587], [0.58912, 4.25067, -1.09911], [1.26024, 5.47080, -0.01437], [-0.28138, 5.75073, -0.82698], [-2.17657, 4.40681, -0.43033], [-2.45691, 3.61721, 1.09998], [-4.13123, 2.43231, -0.96021], [-3.93189, 1.34008, 0.43228], [-3.76994, 0.71776, -1.22148], [-2.25151, 3.04393, -2.78008], [-1.39365, 1.50424, -3.03555], [-0.48594, 2.94534, -2.58017], [-1.51855, 6.20717, 1.19566], [0.07701, 6.18067, 1.92893], [0.43508, 6.25873, 4.68315], [0.28405, 4.50321, 4.97369], [-0.76143, 5.64201, 5.85502], [-3.74207, 4.04416, 3.38442], [-2.86036, 3.68826, 4.88963], [-2.35163, 2.92633, 3.36096], [0.37321, -3.33614, -0.23222], [1.04450, -4.60630, -0.14141], [2.02163, -4.55162, 0.94937], [3.01178, -3.49942, 0.70812], [2.34096, -2.22862, 0.62287], [1.32194, -2.19798, -0.48633], [2.05551, -2.55054, -1.75338], [2.72693, -3.82274, -1.66782], [1.74523, -4.87464, -1.39714], [3.68788, -3.77446, -0.56099], [-0.13507, -3.13666, 0.71138], [-0.34574, -3.35334, -1.05241], [2.52836, -5.51255, 1.02779], [1.50501, -4.35296, 1.89038], [3.06570, -1.43533, 0.42409], [1.81754, -2.02166, 1.55998], [2.80650, -1.78015, -1.91635], [1.32930, -2.55818, -2.56923], [2.25297, -5.83613, -1.33173], [1.02296, -4.91678, -2.21496], [4.42287, -2.98968, -0.75157], [4.20760, -4.72938, -0.49479], [-3.18160, -5.07648, -1.50264], [-3.99919, -4.81414, -0.24321], [-3.29101, -5.32094, 1.00716], [-4.41870, -3.34648, -0.11544], [-3.27660, -2.43348, 0.07688], [-2.66767, -2.05213, 1.20966], [-1.67239, -1.24905, 0.90026], [-1.70557, -1.16520, -0.44121], [-2.64986, -1.86512, -0.94804], [-3.01234, -6.14573, -1.62105], [-2.20100, -4.60075, -1.44313], [-3.68371, -4.71390, -2.39989], [-4.95060, -5.34616, -0.33820], [-2.30900, -4.85152, 1.12603], [-3.11205, -6.39212, 0.93152], [-3.87614, -5.14810, 1.91254], [-5.06559, -3.19202, 0.74796], [-4.93385, -2.98724, -1.00455], [-2.96595, -2.36620, 2.19533], [4.45884, 0.71010, -4.11989], [2.95892, 0.69208, -4.10528], [2.53068, 0.53878, -2.63253], [3.42339, 0.49000, -1.78388], [1.27859, 0.45736, -2.46170], [4.84682, 1.57813, -4.48640], [4.85835, -0.05948, -4.65628], [4.73304, 0.60936, -3.11930], [2.60056, -0.15057, -4.69049], [2.57911, 1.61023, -4.54457]], "forces_ev_per_angstrom": [[-0.3, 0.1, -0.3], [0.0, 0.0, 0.1], [0.1, -0.2, 0.2], [-0.1, 0.1, 0.0], [0.0, 0.0, 0.0], [0.0, -0.1, 0.1], [0.0, 0.0, 0.0], [-0.1, -0.1, 0.0], [0.3, 0.0, -0.2], [0.0, 0.0, 0.1], [-0.1, 0.1, 0.0], [0.1, 0.0, -0.1], [-0.1, 0.1, 0.1], [0.1, -0.1, -0.1], [0.1, 0.0, -0.1], [0.0, 0.0, 0.0], [0.0, 0.0, 0.0], [0.0, 0.0, -0.1], [0.0, 0.0, 0.0], [0.0, 0.0, 0.0], [0.0, 0.0, 0.0], [0.0, 0.0, 0.0], [0.0, 0.0, 0.0], [0.0, -0.1, 0.0], [0.0, 0.0, 0.0], [0.0, 0.0, 0.0], [0.0, 0.0, 0.0], [0.1, -0.1, 0.0], [0.0, 0.0, 0.0], [0.0, 0.0, 0.0], [0.0, 0.0, 0.0], [0.0, 0.0, 0.0], [0.0, 0.0, 0.0], [0.0, 0.0, 0.0], [0.0, 0.0, 0.0], [0.0, 0.0, 0.1], [0.0, 0.0, 0.0], [0.0, 0.0, 0.0], [0.0, 0.0, 0.0], [0.0, 0.0, 0.0], [0.0, 0.1, 0.0], [0.0, 0.0, 0.0], [0.0, 0.0, 0.1], [-0.1, -0.1, 0.0], [0.0, 0.0, 0.0], [0.1, 0.0, 0.1], [-0.1, 0.0, 0.0], [0.1, 0.1, 0.2], [0.0, 0.1, 0.0], [0.1, 0.0, -0.1], [0.0, 0.0, 0.0], [0.0, 0.0, 0.0], [0.0, 0.0, 0.0], [0.0, 0.0, 0.0], [0.0, 0.0, 0.0], [0.0, 0.0, 0.0], [0.0, 0.0, 0.0], [0.0, 0.0, 0.0], [0.0, 0.0, 0.0], [0.0, 0.0, 0.0], [0.0, 0.0, 0.0], [0.0, 0.0, 0.0], [0.0, 0.0, 0.0], [0.0, 0.0, 0.0], [0.0, 0.0, 0.0], [-0.1, 0.0, 0.0], [0.1, 0.0, 0.0], [0.0, 0.0, 0.0], [0.1, 0.0, 0.1], [0.0, 0.0, -0.1], [-0.4, -0.1, 0.1], [0.4, 0.1, 0.1], [-0.1, -0.1, 0.0], [0.0, 0.0, 0.0], [0.0, 0.0, 0.0], [0.0, 0.0, 0.0], [0.0, 0.0, 0.0], [0.0, 0.0, 0.0], [0.0, 0.0, 0.0], [0.0, 0.0, 0.0], [0.0, -0.1, 0.0], [0.0, -0.1, 0.0], [0.0, 0.0, 0.0], [0.1, 0.0, 0.0], [0.1, 0.0, 0.1], [-0.3, 0.1, -0.3], [0.1, 0.0, 0.0], [0.1, 0.0, -0.1], [0.0, 0.0, 0.0], [0.0, 0.0, 0.0], [-0.1, 0.0, 0.0], [0.0, 0.0, 0.0], [-0.1, 0.0, 0.0]], "lowdin_spin": [3.383, 0.015, 0.071, 0.012, 0.019, 0.026, 0.006, 0.020, 0.086, 0.023, 0.005, 0.088, 0.622, 0.097, 0.092, 0.002, 0.000, 0.000, 0.002, 0.000, 0.000, 0.002, 0.003, 0.002, 0.000, 0.000, 0.002, 0.000, 0.003, 0.000, 0.000, 0.001, 0.000, 0.000, 0.009, 0.001, 0.000, 0.023, 0.003, 0.005, -0.001, 0.019, 0.005, 0.005, 0.000, 0.004, 0.007, 0.075, 0.005, 0.004, 0.000, 0.000, 0.000, 0.000, 0.000, 0.000, 0.002, 0.001, 0.000, 0.000, 0.000, 0.000, 0.000, 0.000, 0.000, 0.000, 0.000, 0.001, 0.003, 0.003, 0.033, 0.062, 0.005, 0.000, 0.000, 0.000, 0.000, 0.000, 0.000, 0.000, 0.000, 0.000, 0.000, 0.001, 0.004, 0.016, 0.016, 0.103, 0.000, 0.000, 0.000, 0.000, 0.000], "gap_ha": [0.311, 0.193], "spin_multiplicity": 6, "lumo_ev": [-6.40, -9.92], "charge": 3}

---

{"formula": "C31H32N3O8", "method": "wB97M-V/def2-TZVPD", "symbols": ["C", "N", "C", "C", "C", "C", "C", "C", "C", "N", "N", "C", "O", "O", "C", "C", "C", "C", "C", "C", "C", "C", "O", "O", "C", "C", "C", "C", "C", "C", "C", "C", "O", "O", "C", "C", "C", "O", "C", "O", "C", "C", "H", "H", "H", "H", "H", "H", "H", "H", "H", "H", "H", "H", "H", "H", "H", "H", "H", "H", "H", "H", "H", "H", "H", "H", "H", "H", "H", "H", "H", "H", "H", "H"], "coordinates": [[-5.21049, -0.54244, 5.16032], [-5.03711, -0.11729, 3.78689], [-6.26232, -0.12966, 3.00960], [-3.78312, -0.07081, 3.16038], [-3.28184, -1.19759, 2.47575], [-2.14088, -1.08066, 1.70262], [-1.48174, 0.15010, 1.57280], [-0.43671, 0.32144, 0.50549], [0.99901, 0.03439, 1.00264], [1.76025, -0.11613, -0.27117], [2.74436, -1.03192, -0.02676], [2.67405, -2.12160, -0.81980], [3.51320, -3.02807, -0.69009], [1.66844, -2.20447, -1.74042], [1.55249, -3.55966, -2.20232], [0.98968, -3.61684, -3.57616], [-0.31873, -4.08372, -3.73437], [-0.85564, -4.22048, -5.01170], [-0.08152, -3.89735, -6.13326], [1.22269, -3.41014, -5.96935], [1.75833, -3.25800, -4.68651], [2.35867, 1.04061, -0.83100], [3.54487, 1.22056, -1.03211], [1.40079, 1.93412, -1.14489], [2.00252, 3.21139, -1.48012], [0.89955, 4.01938, -2.07308], [0.16422, 4.88216, -1.25698], [-0.86101, 5.64366, -1.81264], [-1.16934, 5.53512, -3.17355], [-0.47349, 4.61110, -3.96834], [0.56179, 3.85403, -3.41767], [1.55712, 1.19382, 1.80277], [1.19620, 2.34336, 1.61315], [2.41896, 0.91819, 2.80311], [3.16084, -0.32008, 2.80941], [4.37815, -0.20550, 1.93670], [3.62695, -0.62520, 4.22501], [2.26636, -1.43261, 2.50225], [1.28385, -1.32880, 1.59490], [0.63324, -2.30651, 1.26000], [-1.90848, 1.23530, 2.35250], [-3.03330, 1.12922, 3.15148], [-4.24227, -0.57250, 5.67440], [-5.87736, 0.16491, 5.67653], [-5.67804, -1.54145, 5.21043], [-6.04582, 0.18781, 1.98224], [-6.71535, -1.13642, 2.99156], [-6.98224, 0.57017, 3.46274], [-3.81260, -2.14536, 2.55867], [-1.74428, -1.95086, 1.17864], [-0.55958, -0.38628, -0.33084], [-0.40359, 1.34778, 0.12253], [2.56902, -3.97661, -2.14726], [0.90149, -4.08962, -1.49688], [-0.87419, -4.33980, -2.83002], [-1.87534, -4.59228, -5.11783], [-0.49571, -4.02624, -7.13498], [1.83285, -3.15207, -6.83702], [2.77342, -2.88675, -4.52454], [2.81652, 3.00566, -2.18360], [2.38423, 3.62472, -0.54120], [0.43087, 4.92912, -0.19764], [-1.41555, 6.32697, -1.16861], [-1.94162, 6.16713, -3.61649], [-0.73563, 4.47818, -5.01807], [1.12239, 3.12713, -4.01149], [4.13942, 0.09571, 0.91360], [5.04566, 0.55572, 2.36167], [4.90356, -1.16398, 1.92674], [2.76629, -0.73247, 4.88375], [4.17706, -1.56839, 4.19071], [4.28088, 0.16846, 4.58508], [-1.34459, 2.17191, 2.31557], [-3.40074, 1.96731, 3.74612]], "forces_ev_per_angstrom": [[0.2, 0.1, -0.4], [-0.9, 0.3, 0.7], [0.6, 0.0, 0.1], [1.0, -0.1, -0.6], [-0.2, 0.7, 0.5], [0.2, 0.0, -0.2], [-0.7, 0.1, -0.2], [0.4, -0.5, 0.9], [-0.4, 1.0, -1.6], [0.8, 2.0, -0.7], [0.9, -2.7, -1.5], [1.7, 0.4, 1.6], [-0.6, 0.3, -0.2], [-0.2, -0.5, -0.3], [0.4, 0.2, 0.3], [-0.3, 0.0, -0.1], [0.4, 0.1, -0.3], [0.1, 0.0, -0.1], [0.0, 0.0, 0.2], [0.0, 0.0, 0.3], [-0.4, -0.2, -0.2], [-0.3, -0.4, 0.4], [-1.0, -0.2, 0.0], [0.8, 0.4, -0.3], [-0.4, -0.6, 0.0], [-0.2, 0.2, 0.0], [0.2, -0.1, -0.4], [-0.1, 0.1, 0.0], [0.3, -0.3, 0.1], [0.0, 0.1, 0.2], [-0.1, 0.3, 0.1], [-0.6, 1.1, 0.4], [0.6, -1.1, 0.5], [0.2, 0.0, 0.0], [-0.5, -0.7, 0.2], [0.5, 0.5, -0.6], [-0.5, 0.2, 0.0], [0.2, 0.6, 0.8], [-0.4, -1.8, -0.9], [0.4, 1.1, 1.0], [0.4, -0.1, -0.1], [-0.7, -0.8, 0.1], [-0.3, 0.0, -0.1], [0.1, -0.2, 0.1], [0.1, 0.0, 0.1], [-0.1, -0.1, 0.3], [-0.1, 0.1, -0.1], [0.0, -0.2, -0.2], [0.1, 0.2, -0.1], [-0.1, 0.3, 0.0], [-0.2, 0.3, 0.4], [-0.2, -0.4, 0.1], [-0.5, -0.2, -0.1], [0.1, -0.1, -0.1], [0.0, 0.0, -0.4], [0.2, 0.1, -0.1], [0.1, 0.1, 0.3], [-0.2, -0.1, 0.2], [-0.3, -0.1, -0.1], [-0.1, 0.3, 0.2], [0.1, 0.2, -0.3], [-0.2, 0.1, -0.3], [0.1, -0.1, -0.2], [0.2, -0.3, 0.2], [0.0, 0.1, 0.2], [-0.2, 0.3, 0.1], [0.2, -0.3, 0.4], [-0.2, -0.1, 0.2], [-0.2, 0.1, -0.2], [0.0, 0.0, 0.1], [-0.1, 0.1, 0.0], [0.0, 0.0, 0.0], [-0.2, -0.3, -0.1], [0.1, -0.2, -0.2]], "mulliken_charge": [-0.995, 0.273, -1.036, -0.050, -0.514, -0.628, -0.026, -2.030, 1.982, 1.078, -0.668, 0.130, -0.858, -0.075, -1.182, 0.828, -0.516, -0.485, -0.380, -0.489, -0.282, 0.072, -0.636, 0.002, -1.283, 0.722, -0.328, -0.592, -0.401, -0.533, -0.360, 0.207, -0.569, -0.344, 1.775, -1.484, -1.899, -0.261, 0.422, -0.648, -0.317, -0.547, 0.308, 0.309, 0.288, 0.283, 0.328, 0.325, 0.390, 0.482, 0.591, 0.443, 0.409, 0.261, 0.326, 0.348, 0.339, 0.348, 0.396, 0.407, 0.448, 0.389, 0.354, 0.349, 0.358, 0.387, 0.184, 0.428, 0.391, 0.440, 0.376, 0.405, 0.451, 0.383], "gap_ha": 0.265, "spin_multiplicity": 1, "smiles": "CN(C)c1ccc(CC2(N(/N=C(/[O-])OCc3ccccc3)C(=O)OCc3ccccc3)C(=O)OC(C)(C)OC2=O)cc1", "lumo_ev": 2.58, "charge": -1}

---

| no. | strongest force on any atom (eV/Å) |
| --- | --- |
| 1 | 0.50 |
| 2 | 3.21 |